16
Properties=species:S:1:pos:R:3:lowdin_charge:R:1 method="wB97M-V/def2-TZVPD" mol_weight_g_mol=99.13 e_lumo_ev=0.739 total_charge=0 smiles=CC[C@@H](O)CC#N e_tot_ev=-8868.222 orbital_gap_ev=11.5991 e_above_lowest_kj_mol=95.6
C -1.817 0.518 -0.816 -0.10
C -0.608 0.661 0.106 -0.21
C 0.591 -0.185 -0.336 -0.42
O 1.420 0.495 -1.261 -0.03
C 1.517 -0.531 0.833 -0.13
C 0.843 -1.394 1.806 -0.23
N 0.273 -2.070 2.551 0.15
H -2.218 -0.500 -0.764 0.08
H -2.617 1.206 -0.528 0.07
H -1.566 0.725 -1.864 0.07
H -0.906 0.375 1.122 0.11
H -0.268 1.703 0.153 0.12
H 0.227 -1.129 -0.775 0.15
H 0.876 0.774 -2.008 0.09
H 1.843 0.391 1.329 0.13
H 2.410 -1.038 0.454 0.13